No. 1
DFT (wB97M-V/def2-TZVPD) results for the molecule C2H3PS at a distorted geometry.

Summary:
- SMILES: [H]/P=C/C=S
- HOMO-LUMO gap (spin up / spin down): 6.6 / 6.4 eV
- Net charge: 0
- DFT total energy: -22243.4456 eV
- Lowest unoccupied orbital energy (spin up / spin down): -2.309 / -2.397 eV

Positions of all 7 atoms, in Å:
H  1.83676  0.80460  -0.20279
P  1.40717  -0.58751  -0.05066
C  -0.37138  0.03292  0.07691
C  -1.47397  -0.73301  0.24983
S  -3.04203  -0.10374  -0.01982
H  -0.58771  0.90572  -0.42340
H  -1.54438  -1.76437  0.73814

***

No. 2
DFT (wB97M-V/def2-TZVPD) results for a structure of composition C6H12AuIN3O8P2 at a distorted geometry.

Summary:
- HOMO-LUMO gap: 7.6 eV
- Net charge: -1
- DFT total energy: -57645.7140 eV
- Lowest unoccupied orbital energy: 2.255 eV

Positions of all 33 atoms, in Å:
Au  -0.25459  -0.21680  -0.00591
N  1.98358  -4.03470  1.81649
C  1.11316  -2.95176  1.16623
C  0.01039  -3.61034  0.34474
P  2.32807  -1.87103  0.23362
O  2.16068  -2.27928  -1.32403
O  3.64963  -2.36807  0.72334
O  1.96923  -0.40392  0.38776
P  0.39479  -2.07238  2.68481
O  1.64800  -1.17973  3.17749
O  0.29953  -3.22029  3.65290
O  -0.76878  -1.22886  2.29081
H  1.93278  -4.91313  1.31560
H  1.59826  -4.12913  2.78641
H  2.95392  -3.66202  1.77926
H  0.42835  -4.18626  -0.48492
H  -0.65803  -2.85362  -0.06525
H  -0.59429  -4.26446  0.97934
H  1.48742  -1.71151  -1.74200
H  1.79123  -0.43148  2.56402
I  1.36839  6.21941  0.47481
C  0.39241  4.43120  0.12649
C  -0.96933  4.23003  0.06016
N  -1.14213  2.92040  -0.17734
N  0.01882  2.26351  -0.27050
C  0.97166  3.16476  -0.07780
H  -1.79224  4.91997  0.16411
H  -1.99766  2.34740  -0.29650
H  2.01375  2.87865  -0.09078
O  -2.10810  -0.68538  -1.06185
C  -3.08002  0.12809  -0.99955
O  -3.07158  1.32519  -0.64299
H  -4.03360  -0.27956  -1.36969

***

No. 3
DFT (wB97M-V/def2-TZVPD) results for a structure of composition C50H58Cl3N9O5PS2SeTi at a distorted geometry.

Summary:
- HOMO-LUMO gap (spin up / spin down): 5.6 / 7.9 eV
- Net charge: 0
- DFT total energy: -233431.9567 eV
- Multiplicity: 2
- Lowest unoccupied orbital energy (spin up / spin down): -0.013 / -0.174 eV

Positions of all 130 atoms, in Å:
Ti  0.26680  -0.51896  1.00524
C  -0.72863  -1.45560  -2.93706
C  0.72052  -1.06944  -2.93098
C  1.45382  -1.28808  -4.09729
C  2.78687  -0.94861  -4.13642
C  3.34627  -0.36393  -3.01432
C  2.55190  -0.16155  -1.89049
N  1.26696  -0.53008  -1.83479
C  3.12628  0.66146  -0.78337
C  4.50314  0.71076  -0.58837
C  5.01684  1.73145  0.18455
C  4.14805  2.66951  0.70574
C  2.77593  2.49861  0.54175
N  2.27377  1.46630  -0.15227
C  1.82049  3.52233  1.08064
C  2.27068  4.73222  1.60570
C  1.33188  5.65244  2.04170
C  -0.01175  5.35399  1.92386
C  -0.37880  4.13025  1.36890
C  -1.82085  3.77884  1.14270
N  0.52657  3.24234  0.97266
H  -0.85232  -2.43498  -3.40282
H  -1.14773  -1.47344  -1.93965
H  -1.29113  -0.73487  -3.53655
H  0.95954  -1.72294  -4.95619
H  3.37775  -1.10670  -5.02956
H  4.36884  -0.01893  -3.03106
H  5.15061  -0.02002  -1.05181
H  6.08104  1.80883  0.36687
H  4.53729  3.48740  1.28883
H  3.31937  4.97379  1.67210
H  1.65278  6.59694  2.46205
H  -0.77188  6.05217  2.25003
H  -2.46354  4.22410  1.90325
H  -2.12880  4.16281  0.16638
H  -1.96311  2.70111  1.12317
O  -1.12848  -1.09611  2.34558
S  -2.24671  -1.13154  1.30677
O  -3.08535  -2.28776  1.39037
O  -2.92743  0.14268  1.29055
O  -1.28676  -1.23029  0.09286
Cl  -2.27442  8.43206  -3.65716
C  -2.91860  6.83119  -3.47153
C  -3.27639  6.37522  -2.21637
C  -3.78799  5.09337  -2.09982
C  -3.94144  4.24864  -3.19440
C  -4.47312  2.85758  -2.95158
C  -3.47709  1.73495  -3.25947
N  -2.25760  1.82939  -2.48732
C  -1.08948  2.50351  -2.77208
C  -0.22644  2.17771  -1.76953
N  -0.82861  1.31778  -0.87924
C  -2.03942  1.13946  -1.34544
O  -5.66820  2.61998  -3.69120
C  -6.75318  2.18776  -2.86142
C  -6.44992  0.90144  -2.15027
C  -6.09834  0.78512  -0.83590
Cl  -6.03722  2.04162  0.33754
S  -5.63648  -0.80355  -0.39087
C  -5.94203  -1.36176  -1.98097
C  -6.36092  -0.36472  -2.80373
C  -3.57849  4.75275  -4.44028
Cl  -3.73864  3.79617  -5.88560
C  -3.07067  6.03257  -4.59159
H  -3.15803  7.01043  -1.35007
H  -4.08125  4.72845  -1.12272
H  -4.70124  2.80280  -1.88453
H  -3.25946  1.70595  -4.32543
H  -3.94486  0.78923  -2.99123
H  -0.98681  3.13134  -3.64077
H  0.78791  2.50402  -1.63022
H  -2.80632  0.52829  -0.89894
H  -7.60294  2.06913  -3.53183
H  -6.99544  2.96988  -2.13587
H  -5.79518  -2.40237  -2.22049
H  -6.59028  -0.50403  -3.85107
H  -2.79720  6.39762  -5.57078
Se  4.44037  0.98996  3.70430
N  3.36506  1.86778  4.84981
C  2.13279  1.74340  4.38507
C  0.99273  2.30284  4.98317
C  -0.23414  2.08022  4.36388
C  -0.32182  1.33018  3.21845
N  0.74001  0.73356  2.59069
C  1.98220  0.95911  3.14382
N  3.08193  0.50624  2.61144
H  1.09103  2.88020  5.89138
H  -1.14697  2.49130  4.77326
H  -1.28778  1.17251  2.76557
C  3.53147  -2.39438  3.29701
C  2.68680  -3.64993  3.07748
C  3.61564  -4.86675  3.17321
C  1.71584  -3.67788  4.26874
P  1.74413  -3.49060  1.44880
N  1.32650  -1.94076  1.20534
C  2.88658  -3.91645  0.00691
C  2.17616  -3.51459  -1.29895
C  4.13182  -3.02303  0.15427
C  3.34698  -5.36896  -0.17161
C  0.30243  -4.69119  1.46131
C  -0.31404  -4.77231  0.05555
C  -0.84248  -4.25526  2.38590
C  0.72750  -6.10489  1.89489
H  4.00159  -2.47297  4.28053
H  2.90970  -1.50768  3.28087
H  4.31960  -2.25329  2.56310
H  4.00845  -4.88784  4.19320
H  4.47189  -4.77806  2.50799
H  3.12748  -5.82048  2.99335
H  2.31455  -3.55999  5.17469
H  1.16942  -4.61269  4.35980
H  1.00849  -2.84791  4.23414
H  1.44674  -2.72905  -1.13893
H  1.67743  -4.36142  -1.76374
H  2.91708  -3.14111  -2.00890
H  3.86946  -1.98915  0.38603
H  4.67148  -3.03546  -0.79612
H  4.81229  -3.39188  0.91982
H  2.52416  -6.02416  -0.45154
H  3.85641  -5.79122  0.68842
H  4.05266  -5.37777  -1.00764
H  -0.51218  -3.78491  -0.36350
H  -1.27462  -5.28356  0.15048
H  0.29804  -5.34771  -0.63564
H  -0.55164  -4.02930  3.40196
H  -1.55015  -5.08879  2.42051
H  -1.37919  -3.40803  1.98731
H  1.60749  -6.48973  1.39005
H  -0.10407  -6.77350  1.65819
H  0.89178  -6.16810  2.96874

***

No. 4
DFT (wB97M-V/def2-TZVPD) results for the ion C4H11N2 with charge +1 at a distorted geometry.

Summary:
- SMILES: CN1C[C@@]1(C)[NH3+]
- HOMO-LUMO gap: 9.8 eV
- Net charge: +1
- DFT total energy: -7296.5034 eV
- Lowest unoccupied orbital energy: -3.813 eV

Positions of all 17 atoms, in Å:
C  2.22786  0.12596  0.52313
N  0.64479  0.94078  0.34740
C  0.08726  1.21487  -0.99921
C  -0.52976  0.25450  -0.03292
C  -1.81496  0.54398  0.63718
N  -0.51818  -1.33318  -0.26989
H  2.48102  0.00240  -0.51307
H  2.87890  0.79472  0.98161
H  2.05112  -0.83359  0.99718
H  0.75921  0.92091  -1.78710
H  -0.08361  2.38782  -1.12969
H  -2.64633  0.43957  -0.03891
H  -1.93260  1.58117  1.00480
H  -2.11508  -0.22794  1.46993
H  -1.29783  -1.60971  -0.87068
H  -0.62550  -1.83173  0.64163
H  0.45435  -1.74882  -0.37906

***

No. 5
DFT (wB97M-V/def2-TZVPD) results for a cluster of 2 separate species, C11H20ClN2O2S3 in total at a distorted geometry.

Summary:
- HOMO-LUMO gap: 6.0 eV
- Net charge: +1
- DFT total energy: -63824.2639 eV
- Lowest unoccupied orbital energy: -5.484 eV

Positions of all 39 atoms, in Å:
S  3.41411  0.88569  1.21902
C  2.75194  1.64430  -0.03191
S  1.23337  2.56772  0.20434
C  0.08041  1.37073  -0.54717
C  -0.73332  2.00292  -1.67711
C  -1.50046  0.87910  -2.41118
S  -3.18841  0.84784  -1.81535
Cl  -4.12838  -0.47084  -2.97508
N  3.28318  1.56758  -1.32428
C  3.81180  0.48211  -1.96654
C  4.18857  0.96914  -3.16882
N  3.89274  2.28601  -3.28160
C  3.34147  2.64621  -2.16958
H  -0.55171  0.95730  0.23125
H  0.64989  0.55461  -0.98068
H  -0.10555  2.55279  -2.36539
H  -1.41670  2.72365  -1.22217
H  -1.45468  0.98594  -3.48961
H  -1.08194  -0.09042  -2.15552
H  -3.67628  2.06028  -2.17980
H  3.87585  -0.49876  -1.55356
H  4.65927  0.38622  -3.93367
H  2.97973  3.62253  -1.92416
C  -2.80830  -1.07757  1.62121
O  -1.51860  -1.37397  1.11062
C  -0.46538  -0.87480  1.93315
C  0.11306  -1.94050  2.83788
O  -0.83274  -2.38482  3.79203
C  -1.44930  -3.61704  3.44886
H  -3.52474  -1.72507  1.11685
H  -2.87086  -1.25697  2.69498
H  -3.07074  -0.03040  1.41653
H  -0.81292  -0.02041  2.52341
H  0.32359  -0.52184  1.26145
H  0.95151  -1.50656  3.39062
H  0.49553  -2.77989  2.24928
H  -0.77045  -4.45012  3.65359
H  -1.74821  -3.64437  2.39858
H  -2.33634  -3.72833  4.06955